15
Properties=species:S:1:pos:R:3:forces:R:3:nbo_charge:R:1 method="wB97M-V/def2-TZVPD" homo_ev=-11.50 relative_energy_ev=1.597 smiles=O.O.O.O.O
O -0.2809 0.5565 1.9798 0.0 0.1 -0.3 -0.91
H 0.4478 0.2540 1.4262 0.1 0.0 0.4 0.46
H -0.9123 0.9283 1.3536 -0.1 0.0 0.2 0.46
O 3.9251 0.9251 1.7772 0.1 -0.1 -0.2 -0.94
H 4.5389 0.2496 2.0869 -0.1 0.1 0.0 0.47
H 4.2580 1.1620 0.9042 -0.1 0.1 0.1 0.47
O -1.0446 -2.4754 0.5798 0.2 0.0 -0.2 -0.93
H -1.1214 -2.4115 -0.3788 -0.1 -0.1 0.1 0.46
H -0.2516 -3.0059 0.7167 -0.1 0.0 0.1 0.47
O -4.0325 0.6181 -2.3391 0.2 0.0 0.0 -0.94
H -3.4475 0.8933 -3.0539 -0.1 0.0 0.0 0.47
H -3.4321 0.3654 -1.6288 -0.1 0.0 0.0 0.47
O 0.3429 0.9947 -1.2948 0.0 -0.2 0.0 -0.93
H 0.1114 0.6289 -0.4336 0.0 0.1 -0.2 0.46
H 0.8989 0.3170 -1.6955 0.0 0.1 0.0 0.47